# 1
{"formula": "CH3NO4S", "method": "ωB97M-V/def2-TZVPD", "elements": ["C", "N", "O", "O", "O", "O", "S", "H", "H", "H"], "positions_angstrom": [[-0.755, -0.264, 1.453], [-0.646, 0.322, -0.813], [-1.038, 0.193, -1.924], [-1.365, -0.270, 0.185], [1.818, 1.135, -2.312], [2.005, -0.845, -0.941], [1.833, 0.628, -1.003], [-0.927, -1.290, 1.747], [0.249, -0.048, 1.377], [-1.175, 0.438, 2.231]], "nbo_charge": [-0.27, 0.32, -0.24, -0.34, -0.84, -0.87, 1.65, 0.21, 0.19, 0.19], "relative_energy_kj_mol": 165.6, "homo_lumo_gap_ev": 9.93, "total_charge": 0, "multiplicity": 1, "homo_ev": -10.7}

***

# 2
{"formula": "C12H15B4F25O6Sn2", "method": "ωB97M-V/def2-TZVPD", "elements": ["Sn", "Sn", "B", "F", "F", "F", "F", "B", "F", "F", "F", "F", "B", "F", "F", "F", "F", "B", "F", "F", "F", "F", "C", "C", "O", "C", "O", "C", "F", "F", "F", "H", "H", "H", "H", "H", "C", "C", "O", "C", "O", "C", "F", "F", "F", "H", "H", "H", "H", "H", "C", "C", "O", "C", "O", "C", "F", "F", "F", "H", "H", "H", "H", "H"], "positions_angstrom": [[-1.627, 0.331, -3.465], [-1.573, 4.027, 0.521], [-0.860, 0.589, -0.591], [-2.148, 1.054, -0.695], [-0.732, -0.526, 0.187], [-0.509, 0.201, -1.974], [-0.069, 1.657, -0.145], [-2.061, 3.628, -2.609], [-2.695, 3.425, -3.826], [-0.921, 2.790, -2.458], [-1.770, 4.935, -2.289], [-2.869, 3.052, -1.597], [1.278, 5.455, 0.051], [1.182, 4.061, -0.181], [0.329, 6.163, -0.712], [0.933, 5.653, 1.420], [2.556, 5.895, -0.201], [-4.502, -0.548, -1.643], [-4.742, 0.621, -0.889], [-3.235, -1.127, -1.420], [-5.486, -1.445, -1.259], [-4.581, -0.033, -2.981], [1.580, -2.365, 0.850], [1.548, -2.723, -0.623], [0.627, -3.800, -0.845], [-0.500, -3.655, -1.513], [-0.766, -2.750, -2.250], [-1.401, -4.893, -1.326], [-2.664, -4.481, -1.400], [-1.248, -5.778, -2.324], [-1.174, -5.519, -0.181], [2.001, -3.137, 1.495], [0.589, -2.083, 1.196], [2.259, -1.517, 0.945], [2.542, -3.037, -0.933], [1.160, -1.863, -1.167], [0.568, -2.700, 4.272], [-0.866, -2.214, 4.304], [-0.918, -0.992, 5.062], [-2.003, -0.254, 5.006], [-2.953, -0.477, 4.320], [-1.956, 1.030, 5.855], [-1.980, 2.068, 4.987], [-3.034, 1.104, 6.618], [-0.840, 1.174, 6.562], [0.812, -3.085, 5.264], [1.236, -1.920, 3.923], [0.584, -3.586, 3.636], [-1.593, -2.955, 4.632], [-1.167, -1.970, 3.281], [2.767, 1.118, -0.318], [2.737, 2.045, -1.539], [3.432, 1.468, -2.642], [2.956, 0.456, -3.316], [1.865, -0.036, -3.198], [3.945, -0.017, -4.397], [3.914, -1.351, -4.486], [3.536, 0.489, -5.568], [5.203, 0.331, -4.164], [2.459, 0.150, -0.697], [2.259, 1.580, 0.521], [3.828, 1.078, -0.048], [3.089, 3.046, -1.310], [1.664, 2.162, -1.726]], "nbo_charge": [1.82, 1.83, 1.36, -0.53, -0.52, -0.66, -0.56, 1.32, -0.53, -0.59, -0.53, -0.57, 1.32, -0.58, -0.55, -0.57, -0.54, 1.34, -0.58, -0.58, -0.55, -0.58, -0.64, -0.07, -0.48, 0.72, -0.58, 0.90, -0.29, -0.31, -0.30, 0.21, 0.23, 0.22, 0.20, 0.20, -0.63, -0.08, -0.48, 0.69, -0.54, 0.90, -0.33, -0.29, -0.30, 0.22, 0.22, 0.22, 0.20, 0.20, -0.64, -0.08, -0.46, 0.72, -0.61, 0.90, -0.31, -0.31, -0.29, 0.21, 0.24, 0.21, 0.23, 0.19], "homo_lumo_gap_ev": 7.34, "total_charge": 0, "multiplicity": 1, "homo_ev": -11.3}

***

# 3
{"formula": "C7H8", "method": "ωB97M-V/def2-TZVPD", "elements": ["C", "C", "C", "C", "C", "C", "C", "H", "H", "H", "H", "H", "H", "H", "H"], "positions_angstrom": [[1.753, -0.039, -0.328], [-1.308, 0.213, -0.079], [1.965, -1.245, 0.009], [-2.053, -0.504, -0.897], [1.195, 1.309, -0.659], [-0.921, 0.837, 1.212], [-0.097, 0.928, -0.027], [1.333, -2.109, 0.400], [3.078, -1.721, -0.032], [-1.713, -0.774, -1.848], [-3.051, -1.005, -0.752], [1.632, 2.081, -0.054], [1.185, 1.605, -1.659], [-1.333, 1.757, 1.341], [-0.680, 0.156, 1.996]], "nbo_charge": [0.09, -0.02, -0.48, -0.42, -0.46, -0.44, -0.02, 0.22, 0.21, 0.19, 0.20, 0.24, 0.24, 0.22, 0.22], "relative_energy_kj_mol": 697.2, "homo_lumo_gap_ev": [7.50, 7.63], "total_charge": 0, "multiplicity": 1, "homo_ev": [-7.2, -7.2]}

***

# 4
{"formula": "C6H24FN12O6", "method": "ωB97M-V/def2-TZVPD", "elements": ["F", "C", "O", "N", "N", "H", "H", "H", "H", "C", "O", "N", "N", "H", "H", "H", "H", "C", "O", "N", "N", "H", "H", "H", "H", "C", "O", "N", "N", "H", "H", "H", "H", "C", "O", "N", "N", "H", "H", "H", "H", "C", "O", "N", "N", "H", "H", "H", "H"], "positions_angstrom": [[-20.820, -26.032, 20.784], [-21.109, -29.234, 25.539], [-21.053, -30.076, 26.373], [-22.006, -28.338, 25.545], [-20.485, -29.364, 24.367], [-22.529, -28.194, 26.396], [-22.115, -27.598, 24.866], [-19.829, -30.081, 24.091], [-20.516, -28.606, 23.699], [-26.678, -23.309, 19.010], [-26.567, -24.208, 18.269], [-27.731, -22.484, 19.029], [-25.686, -22.965, 19.657], [-27.312, -21.586, 19.227], [-28.656, -22.560, 18.630], [-24.947, -23.628, 19.472], [-25.908, -22.678, 20.599], [-23.370, -22.379, 25.471], [-24.524, -22.560, 25.140], [-22.975, -21.761, 26.490], [-22.315, -22.903, 24.832], [-23.788, -21.572, 27.059], [-21.981, -21.761, 26.671], [-22.328, -23.525, 24.036], [-21.417, -22.685, 25.239], [-15.301, -25.987, 23.700], [-14.766, -26.136, 24.773], [-14.888, -26.382, 22.529], [-16.410, -25.444, 23.589], [-14.258, -27.143, 22.740], [-14.471, -25.662, 21.956], [-16.934, -25.713, 22.768], [-16.860, -25.555, 24.486], [-23.454, -31.907, 19.820], [-24.018, -32.799, 19.204], [-23.280, -30.654, 19.451], [-23.120, -32.040, 21.010], [-22.669, -30.028, 19.956], [-23.639, -30.475, 18.524], [-22.999, -32.892, 21.539], [-22.882, -31.144, 21.411], [-18.860, -23.344, 17.079], [-18.650, -22.228, 16.678], [-19.813, -24.157, 16.702], [-18.238, -23.772, 18.105], [-20.270, -24.059, 15.806], [-20.115, -24.651, 17.530], [-17.464, -23.223, 18.452], [-18.827, -24.395, 18.640]], "nbo_charge": [-1.00, 0.74, -0.68, -0.81, -0.85, 0.40, 0.40, 0.40, 0.39, 0.74, -0.66, -0.86, -0.81, 0.38, 0.41, 0.42, 0.39, 0.75, -0.68, -0.82, -0.84, 0.42, 0.39, 0.43, 0.36, 0.74, -0.67, -0.87, -0.78, 0.38, 0.39, 0.41, 0.40, 0.74, -0.70, -0.84, -0.79, 0.40, 0.41, 0.41, 0.38, 0.74, -0.69, -0.85, -0.82, 0.41, 0.40, 0.40, 0.40], "relative_energy_kj_mol": 939.7, "homo_lumo_gap_ev": 6.99, "total_charge": -1, "multiplicity": 1, "homo_ev": -4.9}

***

# 5
{"formula": "C3H2I3N", "method": "ωB97M-V/def2-TZVPD", "elements": ["C", "C", "C", "N", "I", "I", "I", "H", "H"], "positions_angstrom": [[1.426, -0.910, 2.003], [0.068, -0.385, -0.043], [1.386, -0.579, 0.637], [1.475, -1.282, 3.085], [-1.245, -2.088, 0.423], [2.621, -2.181, -0.474], [2.504, 1.296, 0.255], [-0.365, 0.587, 0.447], [-0.063, -0.341, -1.060]], "nbo_charge": [0.14, -0.55, -0.43, -0.27, 0.09, 0.38, 0.17, 0.25, 0.23], "homo_lumo_gap_ev": [6.41, 5.90], "total_charge": 0, "multiplicity": 3, "homo_ev": [-7.2, -9.9], "s2": 2.01}

***

# 6
{"formula": "C2H6BrHfN2O4", "method": "ωB97M-V/def2-TZVPD", "elements": ["Hf", "Br", "C", "N", "O", "O", "H", "H", "H", "C", "N", "O", "O", "H", "H", "H"], "positions_angstrom": [[-2.545, -2.259, -1.720], [-0.764, -0.941, -1.178], [-0.122, -1.556, 1.542], [1.012, -2.183, 2.320], [2.140, -1.725, 2.251], [0.752, -3.009, 3.194], [-0.486, -0.687, 2.091], [-0.923, -2.287, 1.437], [0.178, -1.240, 0.543], [-0.120, 1.987, -0.965], [0.469, 2.585, -2.185], [1.023, 3.666, -2.110], [0.243, 2.090, -3.219], [-1.148, 2.334, -0.864], [0.468, 2.323, -0.111], [-0.176, 0.901, -1.027]], "nbo_charge": [2.07, -0.08, -0.47, 0.51, -0.12, -0.11, 0.29, 0.23, 0.17, -0.47, 0.54, -0.09, -0.18, 0.28, 0.30, 0.14], "relative_energy_kj_mol": 0.0, "homo_lumo_gap_ev": 2.32, "total_charge": 3, "multiplicity": 1, "homo_ev": -20.8}

***

# 7
{"formula": "C2H5N3OS", "method": "ωB97M-V/def2-TZVPD", "elements": ["C", "C", "N", "N", "N", "O", "S", "H", "H", "H", "H", "H"], "positions_angstrom": [[0.470, 0.595, -1.282], [-0.305, 0.529, 0.627], [-0.108, 1.693, -1.834], [-1.122, 2.295, -1.550], [-0.880, -0.779, 0.648], [-1.103, 1.517, 0.593], [-2.207, 3.175, -2.175], [1.593, 0.865, -0.974], [0.448, -0.420, -1.751], [0.784, 0.561, 1.047], [-0.195, -1.591, 0.815], [-1.844, -0.827, 0.945]], "nbo_charge": [-0.28, 0.41, -0.08, -0.14, -0.89, -0.61, 0.22, 0.20, 0.23, 0.15, 0.38, 0.41], "relative_energy_kj_mol": 571.8, "homo_lumo_gap_ev": [7.16, 7.16], "total_charge": 0, "smiles": "C=NN=S.NC=O", "multiplicity": 1, "homo_ev": [-8.0, -8.0]}

***

# 8
{"formula": "C21H37NO15", "method": "ωB97M-V/def2-TZVPD", "elements": ["C", "C", "C", "O", "C", "O", "O", "H", "H", "H", "H", "H", "H", "C", "C", "C", "O", "C", "O", "O", "H", "H", "H", "H", "H", "H", "C", "O", "C", "O", "O", "C", "H", "H", "H", "H", "H", "H", "C", "O", "C", "O", "O", "C", "H", "H", "H", "H", "H", "H", "C", "O", "C", "O", "O", "C", "H", "H", "H", "H", "H", "H", "C", "C", "C", "C", "N", "H", "H", "H", "H", "H", "H", "H"], "positions_angstrom": [[-1.545, 3.469, 2.584], [-1.532, 2.433, 3.796], [-1.587, 1.018, 3.261], [-0.258, 0.548, 3.304], [0.364, 1.285, 4.163], [1.507, 1.055, 4.628], [-0.308, 2.497, 4.494], [-1.132, 4.437, 2.867], [-2.561, 3.694, 2.162], [-0.872, 3.161, 1.763], [-2.330, 2.559, 4.415], [-1.825, 1.089, 2.217], [-2.088, 0.389, 3.877], [1.505, 3.679, -1.747], [0.956, 3.636, -0.330], [1.673, 2.804, 0.759], [1.981, 3.808, 1.748], [1.707, 5.035, 1.318], [1.988, 6.073, 1.922], [1.002, 4.951, 0.228], [2.561, 3.965, -1.700], [1.011, 4.411, -2.412], [1.486, 2.763, -2.303], [-0.103, 3.290, -0.406], [2.566, 2.274, 0.588], [1.067, 1.929, 1.100], [-3.004, -3.669, -0.567], [-2.467, -2.717, -1.447], [-3.181, -2.412, -2.543], [-4.540, -2.673, -2.602], [-2.506, -1.788, -3.496], [-3.206, -1.369, -4.629], [-2.162, -4.307, -0.191], [-3.622, -4.403, -1.164], [-3.541, -3.353, 0.306], [-2.717, -0.748, -5.400], [-4.116, -0.830, -4.361], [-3.710, -2.186, -5.142], [-3.984, 2.764, -0.137], [-3.016, 1.733, 0.028], [-2.230, 1.393, -0.910], [-1.928, 2.322, -1.943], [-1.723, 0.114, -1.026], [-0.508, -0.019, -1.841], [-4.631, 3.071, 0.749], [-4.765, 2.543, -0.969], [-3.471, 3.643, -0.549], [-0.380, -1.153, -2.012], [0.274, 0.404, -1.293], [-0.523, 0.412, -2.842], [-0.120, -1.911, 1.119], [1.128, -1.860, 1.891], [2.246, -1.095, 1.598], [2.167, -0.286, 0.370], [3.212, -1.187, 2.461], [4.470, -0.642, 2.197], [-0.733, -2.813, 1.210], [0.019, -1.729, 0.103], [-0.764, -1.027, 1.283], [4.709, -0.848, 1.189], [5.220, -1.093, 2.823], [4.652, 0.431, 2.407], [1.939, -3.079, -1.220], [2.892, -3.701, -2.089], [3.808, -4.683, -1.280], [3.094, -5.930, -1.071], [2.564, -6.904, -0.887], [1.677, -2.029, -1.510], [2.387, -2.941, -0.247], [1.075, -3.674, -0.941], [3.483, -2.851, -2.561], [2.258, -4.042, -2.998], [4.233, -4.294, -0.383], [4.806, -4.839, -1.780]], "mulliken_charge": [-0.99, 0.30, -0.27, -0.16, 0.62, -0.62, -0.38, 0.41, 0.25, -0.02, 0.52, -0.22, 0.57, -1.69, 1.49, 0.05, -0.41, 0.64, -0.63, -0.38, 0.45, 0.35, 0.27, -0.41, 0.54, -0.28, -0.97, 0.10, 0.52, -0.65, -0.18, -0.84, 0.30, 0.37, 0.36, 0.30, 0.33, 0.34, -0.86, -0.16, 0.46, -0.67, 0.07, -0.41, 0.29, 0.29, 0.40, -0.04, 0.14, 0.45, 0.06, -0.36, 0.86, -0.57, -0.32, -0.77, 0.26, -0.17, 0.05, 0.37, 0.32, 0.26, -0.35, -0.54, -0.58, 0.29, -0.42, 0.01, -0.05, 0.41, 0.34, 0.31, 0.28, 0.34], "relative_energy_kj_mol": 318.3, "homo_lumo_gap_ev": 10.69, "total_charge": 0, "smiles": "C[C@H]1COC(=O)O1.C[C@H]1COC(=O)O1.COC(=O)OC.COC(=O)OC.COC(=O)OC.CCCC#N", "multiplicity": 1, "homo_ev": -10.4}

***

| no. | DFT total energy (hartree) |
| --- | --- |
| 1 | -793.67153 |
| 2 | -3943.19900 |
| 3 | -271.26591 |
| 4 | -1451.45253 |
| 5 | -1063.20347 |
| 6 | -3110.46120 |
| 7 | -716.72293 |
| 8 | -2005.47942 |